Entry 1:
The following is a DFT calculation (ωB97M-V/def2-TZVPD) of a 2-piece molecular cluster, C2H6N2S3 overall at a distorted geometry.

XYZ file:
```
13
Properties=species:S:1:pos:R:3:forces:R:3
C 1.983 -0.337 -0.745 0.22 0.82 3.61
C -2.866 -0.340 0.365 0.91 2.07 -2.21
N 1.687 -1.454 -1.362 -1.90 -2.16 -3.88
N 1.449 0.781 -0.935 -0.01 -1.06 -1.32
S 2.804 -0.750 0.877 0.36 1.18 -0.38
S 1.605 2.286 -0.596 0.20 2.02 0.51
S -1.114 -0.675 -0.032 -0.65 0.12 -0.05
H -2.935 -0.242 1.418 -0.54 0.40 0.79
H -3.412 -1.172 -0.009 -0.63 -0.74 -0.20
H -3.227 0.598 -0.278 0.78 -1.88 1.68
H 1.015 -1.433 -2.211 1.64 0.07 2.25
H 1.795 -2.345 -0.904 0.08 0.20 -0.10
H 3.128 0.531 1.319 -0.45 -1.02 -0.69
```
Forces are in eV/Å.

## Properties
charge	0
energy above the lowest of the compared OMol25 structures with the same formula, charge and spin	63.4	kcal/mol
gap between HOMO and LUMO (spin up / spin down)	6.123 / 6.534	eV
E	-1383.7527	a.u.

---

Entry 2:
The following is a DFT calculation (ωB97M-V/def2-TZVPD) of C38H50BCl2N10S4Se2Zr as an isolated structure.

XYZ file:
```
108
Properties=species:S:1:pos:R:3:forces:R:3
Zr -0.886 0.389 0.472 -0.31 -0.02 -0.20
C 3.783 -2.275 2.573 -0.01 0.01 0.03
C 2.691 -3.306 2.294 -0.07 -0.05 0.02
C 3.279 -4.702 2.476 0.02 0.00 -0.01
C 1.498 -3.161 3.233 -0.01 -0.02 -0.04
N 2.240 -3.149 0.855 0.06 0.11 0.04
C 2.439 -4.116 -0.113 -0.04 -0.03 -0.01
C 2.190 -3.553 -1.311 0.01 -0.04 -0.03
N 1.844 -2.237 -1.100 0.03 0.15 0.10
B 1.939 -1.220 -2.277 -0.08 -0.01 -0.09
N 0.650 -1.140 -3.144 0.10 -0.02 0.03
C 0.804 -1.095 -4.513 0.00 -0.01 0.04
C -0.412 -1.236 -5.072 -0.04 0.02 -0.03
N -1.329 -1.369 -4.050 0.11 -0.06 0.05
C -0.655 -1.279 -2.877 -0.11 0.06 -0.11
S -1.349 -1.429 -1.277 0.06 0.12 0.30
C -2.785 -1.694 -4.295 0.01 0.06 -0.01
C -3.624 -0.547 -3.755 -0.04 -0.03 0.03
C -3.116 -3.031 -3.638 -0.02 0.02 0.01
C -3.026 -1.810 -5.797 0.01 -0.03 -0.02
N 2.491 0.179 -1.890 0.02 -0.03 -0.03
C 3.844 0.432 -2.011 -0.05 0.01 -0.03
C 4.016 1.767 -2.019 0.01 0.01 0.06
N 2.770 2.356 -1.890 0.05 -0.05 -0.05
C 1.863 1.358 -1.783 0.01 0.06 0.06
S 0.150 1.564 -1.569 -0.01 -0.04 -0.14
C 2.524 3.828 -2.173 0.00 0.00 0.00
C 1.690 3.925 -3.449 -0.01 0.02 0.00
C 3.868 4.512 -2.405 0.00 0.01 -0.01
C 1.842 4.508 -0.992 0.00 -0.01 0.00
C 1.848 -2.016 0.221 0.03 -0.05 -0.10
S 1.451 -0.491 0.960 0.00 -0.07 0.06
H 4.173 -2.446 3.576 0.01 0.01 0.00
H 3.416 -1.252 2.522 0.02 -0.01 0.01
H 4.608 -2.390 1.869 0.00 0.00 -0.01
H 3.578 -4.802 3.519 0.00 0.00 0.00
H 4.170 -4.857 1.867 -0.01 0.00 0.00
H 2.553 -5.489 2.270 0.00 0.00 0.01
H 1.851 -3.206 4.263 0.01 0.02 -0.01
H 0.801 -3.987 3.089 0.00 0.00 0.01
H 0.968 -2.222 3.091 0.00 0.02 0.00
H 2.754 -5.114 0.123 0.01 0.01 -0.01
H 2.268 -3.965 -2.302 0.01 0.00 0.01
H 2.767 -1.681 -3.006 0.00 -0.03 0.02
H 1.772 -1.001 -4.970 0.00 0.01 0.00
H -0.689 -1.268 -6.107 0.01 -0.01 0.01
H -3.515 -0.466 -2.678 0.05 0.01 0.01
H -4.674 -0.732 -3.985 0.00 0.01 0.01
H -3.328 0.394 -4.221 -0.01 0.02 0.01
H -3.009 -3.000 -2.556 -0.01 -0.01 0.00
H -2.478 -3.821 -4.035 0.00 0.00 0.00
H -4.150 -3.289 -3.866 0.01 0.00 -0.01
H -2.803 -0.883 -6.326 -0.02 0.00 0.00
H -4.084 -2.020 -5.944 0.00 -0.01 0.00
H -2.467 -2.632 -6.243 0.01 0.01 0.00
H 4.561 -0.362 -2.121 0.00 0.01 -0.01
H 4.918 2.338 -2.118 0.00 -0.01 0.00
H 2.184 3.407 -4.272 0.00 0.00 0.00
H 1.590 4.975 -3.725 0.00 0.00 0.00
H 0.689 3.513 -3.322 0.00 0.00 0.01
H 4.384 4.127 -3.285 0.00 0.00 0.00
H 4.523 4.443 -1.536 0.00 0.00 0.00
H 3.673 5.568 -2.582 0.01 0.00 0.00
H 0.876 4.065 -0.765 0.00 -0.01 -0.02
H 1.689 5.557 -1.245 0.01 0.00 0.00
H 2.473 4.462 -0.104 0.00 0.00 0.00
Se -4.680 0.090 -0.321 0.06 -0.04 -0.03
Se -3.708 0.460 1.761 0.07 0.02 -0.03
C -3.027 -1.304 2.054 -0.05 -0.01 0.01
C -3.722 -2.248 2.776 0.00 0.02 -0.01
C -3.178 -3.525 2.866 0.03 -0.02 -0.01
C -1.981 -3.786 2.224 -0.01 -0.02 0.02
C -1.343 -2.768 1.536 0.00 -0.02 0.03
N -1.848 -1.531 1.464 0.04 -0.21 -0.04
C -3.818 1.620 -1.105 -0.07 0.02 0.03
C -4.571 2.311 -2.040 0.03 0.07 -0.01
C -4.073 3.496 -2.557 -0.01 -0.04 0.02
C -2.873 3.979 -2.060 -0.12 0.00 0.04
C -2.197 3.224 -1.127 0.09 -0.01 -0.04
N -2.610 2.019 -0.686 0.17 -0.08 0.05
H -4.668 -1.999 3.236 0.00 0.00 0.00
H -3.694 -4.303 3.413 -0.01 0.01 0.00
H -1.539 -4.772 2.248 0.00 0.01 0.00
H -0.411 -2.942 1.020 0.01 0.02 -0.02
H -5.548 1.946 -2.328 0.00 0.00 0.01
H -4.639 4.054 -3.291 0.00 0.00 0.00
H -2.472 4.933 -2.373 0.00 0.00 0.01
H -1.269 3.584 -0.714 0.01 0.02 -0.03
Cl 1.035 2.542 1.630 0.05 0.02 0.01
C 0.067 3.628 2.667 0.02 0.00 0.02
Cl -1.589 3.681 2.069 -0.07 0.09 0.02
H 0.504 4.617 2.600 0.00 0.00 0.01
H 0.077 3.243 3.682 0.01 0.01 0.01
N 0.497 1.110 8.278 -0.01 0.03 0.00
C 0.107 1.948 7.314 0.00 -0.11 -0.05
S 0.026 3.576 7.407 0.01 0.06 0.02
C -0.212 1.338 5.988 -0.05 0.06 0.08
C 0.748 0.675 5.238 0.07 0.04 -0.08
C 0.483 0.371 3.914 -0.15 -0.15 0.09
N -0.688 0.616 3.303 -0.02 0.10 -0.07
C -1.636 1.174 4.083 0.04 -0.02 -0.03
C -1.450 1.552 5.393 0.03 -0.02 0.02
H 0.739 1.485 9.183 0.00 0.00 0.00
H 0.420 0.112 8.181 0.01 0.00 0.01
H 1.730 0.468 5.644 0.01 0.01 -0.01
H 1.261 -0.072 3.315 0.02 -0.01 -0.02
H -2.585 1.409 3.631 -0.01 0.00 0.00
H -2.238 2.064 5.929 -0.01 0.00 -0.01
```
Forces are in eV/Å.

## Properties
charge	+3
energy above the lowest of the compared OMol25 structures with the same formula, charge and spin	0.6	kcal/mol
gap between HOMO and LUMO	5.947	eV
E	-9412.9543	a.u.